This record from the Open Molecules 2025 dataset describes a cluster of 3 separate species, C5H14N2O in total. The level of theory is ωB97M-V/def2-TZVPD.

Atoms and positions in Å:
1 O 0.3220 -1.1782 -2.3069
2 N 0.7842 2.6302 0.8704
3 N -0.2692 0.9697 -0.6778
4 C -1.0860 -1.2502 -0.0531
5 C 0.6887 -1.9931 1.5436
6 C -0.1524 2.3881 -0.3034
7 C 0.1436 -1.9964 0.3176
8 C -1.0492 0.2277 0.2963
9 H 1.3010 3.4245 0.5241
10 H -2.0451 0.6830 0.2949
11 H 1.3633 1.8533 1.1397
12 H 0.2744 -0.2633 -1.9091
13 H 1.4591 -0.0608 0.1580
14 H 1.5923 -2.6140 1.6353
15 H 1.1031 -1.1899 -2.8724
16 H -0.7404 0.3829 1.3450
17 H -0.0510 -2.1610 2.3430
18 H -1.0632 2.9172 -0.0150
19 H 0.5881 -2.5887 -0.4648
20 H 0.0770 2.9283 -1.2215
21 H -1.9326 -1.7621 0.4679
22 H -1.3076 -1.3473 -1.1119

Values from the calculation:
- Largest force on an atom: 2.51 eV Å⁻¹
- Gap between HOMO and LUMO: 6.9 eV
- HOMO: -8.3 eV
- M: 118.18 g mol⁻¹
- Energy relative to the best compared isomer or geometry (same formula, charge and spin): 791.70 kJ/mol
- Charge: 0
- Total energy: -10432.8226 eV

Mulliken population analysis, charges in e, atoms 1 to 2: number 1, O, carries -0.677; number 2, N, carries -0.551

This record from the Open Molecules 2025 dataset describes a structure of composition C3H5NO2. The level of theory is ωB97M-V/def2-TZVPD.

Atoms and positions in Å:
1 O -0.4948 -0.8808 -2.0894
2 O 0.7656 -1.6176 -0.3609
3 N -1.0270 1.1774 0.3540
4 C 0.9565 -1.0354 0.8180
5 C 0.0429 -0.6945 -1.0386
6 C 0.1472 0.5228 -0.0997
7 H -1.8043 0.5391 0.4974
8 H -1.3324 1.9273 -0.2624
9 H 0.3127 -1.1984 1.6809
10 H 1.5558 0.0488 0.9898
11 H 0.8474 1.2587 -0.5173

Values from the calculation:
- Largest force on an atom: 8.26 eV Å⁻¹
- Gap between HOMO and LUMO: 9.3 eV
- HOMO: -8.6 eV
- M: 87.08 g mol⁻¹
- Energy relative to the best compared isomer or geometry (same formula, charge and spin): 427.17 kJ/mol
- Charge: 0
- Total energy: -8773.2674 eV

Mulliken population analysis, charges in e, atoms 1 to 2: number 1, O, carries -0.538; number 2, O, carries -0.243

This record from the Open Molecules 2025 dataset describes a cluster of 2 separate species, C4H10N2O2 in total. The level of theory is ωB97M-V/def2-TZVPD.

Atoms and positions in Å:
1 O 0.0428 -2.4127 -0.9460
2 O 0.1130 0.6725 1.9487
3 N -0.3572 -1.2853 -2.8962
4 N -0.1453 0.7624 -0.6837
5 C 0.1450 -1.4126 -1.7062
6 C 0.9032 -0.2013 -1.1624
7 C -1.5478 0.2696 -0.5746
8 C 0.8277 1.0651 2.9819
9 H 1.8970 0.7622 2.9008
10 H -1.7735 -0.3154 -1.4397
11 H -0.7678 -2.0081 -3.3681
12 H 1.5129 -0.5146 -0.3232
13 H 1.5018 0.3180 -1.9416
14 H 0.8913 2.2321 3.1044
15 H 0.1184 1.0072 0.2882
16 H -2.3042 0.9919 -0.2825
17 H 0.3960 0.6699 3.9564
18 H -1.4535 -0.6009 0.1440

Values from the calculation:
- Largest force on an atom: 4.03 eV Å⁻¹
- Gap between HOMO and LUMO: 3.9 eV
- HOMO: -8.7 eV
- M: 118.14 g mol⁻¹
- Energy relative to the best compared isomer or geometry (same formula, charge and spin): 936.87 kJ/mol
- Charge: 0
- Total energy: -11377.1929 eV

Mulliken population analysis, charges in e, atoms 1 to 2: number 1, O, carries -0.546; number 2, O, carries -0.496

Question: Which value of energy relative to the best compared isomer or geometry (same formula, charge and spin) does entry 2 give?
Answer: 427.17 kJ/mol

Question: What is the gap between HOMO and LUMO in the second record?
Answer: 9.3 eV

Question: Which of these has the highest total energy?
Answer: C3H5NO2